# C4H5ClO

A structure of composition C4H5ClO (ωB97M-V with the def2-TZVPD basis set, the OMol25 dataset).

## Properties
Largest force on an atom: 6.2 eV Å⁻¹
HOMO-LUMO gap: 10.39 eV
E_tot: -690.763279 Ha
ΔE to the lowest compared entry with this formula, charge and spin: 151.8 kJ/mol
Net charge: 0

Each line ends with the Löwdin charge.
Element x y z (Å)
C -0.97 0.00 0.45  -0.591
C 0.03 -0.86 -0.26  -0.201
C 1.21 0.08 -0.15  -0.058
C -0.05 1.06 0.17  -0.463
H -1.18 -0.19 1.46  0.089
H 0.47 -1.97 0.18  0.186
H -0.26 -0.86 -1.32  0.121
H 1.79 0.23 -0.93  0.051
H 1.91 0.07 0.72  0.126
O -0.27 2.16 -0.17  0.143
Cl -2.68 0.27 -0.16  0.597